No. 1
{
  "formula": "C4H14NS",
  "method": "wB97M-V/def2-TZVPD",
  "homo_ev": -12.974,
  "gap_ev": 9.4,
  "charge": 1,
  "elements": ["C", "C", "S", "N", "H", "H", "H", "H", "H", "H", "H", "H", "C", "C", "H", "H", "H", "H", "H", "H"],
  "positions_angstrom": [[-0.669848, 1.462360, -1.113483], [-0.316074, 0.516111, -2.257171], [-0.272578, 1.490733, -3.831163], [-0.838749, 0.630644, 0.144650], [-1.608178, 2.011934, -1.325500], [0.101173, 2.233597, -0.908711], [-1.068479, -0.335478, -2.307418], [0.670368, -0.047497, -2.006063], [0.141918, 0.566203, -4.636716], [-1.040443, 1.198013, 0.988337], [-0.001712, 0.068237, 0.386180], [-1.661906, 0.000594, 0.018414], [1.124512, -0.530771, 2.294793], [0.526553, -1.885792, 1.894517], [1.522267, 0.003688, 1.407356], [2.006360, -0.697419, 2.928499], [0.447731, 0.078365, 2.888628], [1.123702, -2.428995, 1.161102], [0.320251, -2.520098, 2.805559], [-0.506867, -1.814430, 1.468189]],
  "atomic_forces_ev_per_a": [[0.19, 0.54, -0.20], [0.81, -1.84, 0.09], [-0.43, 0.76, 1.62], [-1.00, 0.05, 0.25], [0.34, -0.48, 0.34], [-0.29, -0.64, -0.17], [0.55, 1.19, -0.10], [-1.32, 1.27, -0.63], [0.43, -1.13, -0.62], [0.14, -0.15, -0.55], [-0.42, 0.16, -0.26], [0.86, 0.32, 0.17], [0.75, -0.60, -0.23], [-1.48, -0.46, 0.80], [-0.18, 0.08, 0.46], [-0.20, 0.09, -0.22], [-0.14, 0.16, -0.14], [0.12, -0.02, 0.30], [0.61, 0.54, -0.98], [0.66, 0.17, 0.06]]
}

No. 2
{
  "formula": "C18H64N10O14",
  "method": "wB97M-V/def2-TZVPD",
  "homo_ev": -8.414,
  "gap_ev": 8.5,
  "charge": 0,
  "elements": ["C", "C", "O", "H", "H", "H", "H", "H", "H", "C", "C", "O", "H", "H", "H", "H", "H", "H", "C", "C", "O", "H", "H", "H", "H", "H", "H", "C", "C", "O", "H", "H", "H", "H", "H", "H", "C", "O", "N", "N", "H", "H", "H", "H", "C", "O", "N", "N", "H", "H", "H", "H", "C", "O", "N", "N", "H", "H", "H", "H", "C", "O", "N", "N", "H", "H", "H", "H", "C", "O", "N", "N", "H", "H", "H", "H", "C", "O", "H", "H", "H", "H", "C", "O", "H", "H", "H", "H", "C", "O", "H", "H", "H", "H", "C", "O", "H", "H", "H", "H", "C", "O", "H", "H", "H", "H"],
  "positions_angstrom": [[-20.127216, 2.465503, -3.150896], [-21.173240, 2.676557, -4.225215], [-20.579200, 3.462468, -5.233957], [-20.504876, 2.046244, -2.190149], [-19.705939, 3.398657, -2.800398], [-19.320340, 1.831093, -3.478029], [-22.050500, 3.167822, -3.735631], [-21.525056, 1.706679, -4.648799], [-21.257656, 3.592709, -5.885412], [-17.451594, -2.858915, -3.982833], [-17.521119, -2.146869, -5.367137], [-18.028318, -0.810119, -5.276338], [-17.063560, -3.881145, -4.060109], [-18.507051, -2.875874, -3.583197], [-16.839328, -2.302228, -3.284667], [-18.138239, -2.732592, -6.019614], [-16.540097, -2.088283, -5.818507], [-18.518178, -0.716036, -6.080600], [-24.915626, -4.607035, -2.440943], [-23.381345, -4.883808, -2.298060], [-22.807871, -4.023075, -1.354625], [-25.466623, -5.037992, -1.602635], [-25.379103, -5.100544, -3.338054], [-25.165005, -3.543839, -2.466879], [-22.849736, -4.597299, -3.236334], [-23.072617, -5.870590, -1.988442], [-21.879521, -4.124858, -1.422984], [-23.612047, -3.282387, -6.286294], [-22.284590, -2.597324, -6.270129], [-21.374296, -3.131628, -7.240133], [-24.263564, -2.946595, -5.477664], [-23.503801, -4.357611, -6.085723], [-24.165241, -3.113687, -7.192375], [-21.768935, -2.585683, -5.271067], [-22.495488, -1.521407, -6.467880], [-20.757979, -2.373499, -7.496957], [-16.536109, 1.236418, -1.944737], [-15.921169, 0.991609, -0.742979], [-16.954851, 0.239000, -2.684544], [-16.772610, 2.412956, -2.458015], [-16.889471, -0.705933, -2.226114], [-17.267015, 0.259768, -3.662556], [-16.613007, 3.198761, -1.808059], [-17.221523, 2.536049, -3.358603], [-20.698055, 0.320443, -7.703247], [-19.868805, -0.563881, -7.050507], [-21.784529, 0.034343, -8.355122], [-20.463357, 1.621082, -7.699044], [-22.088907, -0.952084, -8.482988], [-22.298827, 0.693404, -8.856857], [-19.592800, 1.768873, -7.268518], [-21.284005, 2.258027, -7.562778], [-21.193550, -2.496044, 1.172856], [-21.843088, -1.677758, 0.332119], [-21.696578, -3.598194, 1.632864], [-20.004499, -2.257820, 1.560279], [-22.732443, -3.638264, 1.426016], [-21.412013, -4.108196, 2.459279], [-19.529148, -1.372336, 1.354182], [-19.453429, -3.050163, 1.972746], [-23.209386, 1.662039, 0.020681], [-22.726547, 1.535272, -1.281858], [-23.082165, 0.745292, 0.956800], [-23.922530, 2.664381, 0.565707], [-22.621279, -0.076507, 0.510285], [-23.855842, 0.516960, 1.558556], [-24.178296, 3.434188, -0.066096], [-24.274265, 2.701110, 1.537020], [-20.100060, -5.992192, -0.353088], [-20.254969, -4.954908, -1.319292], [-20.439241, -5.784082, 0.864201], [-19.795782, -7.227248, -0.584607], [-21.014007, -4.909808, 1.057079], [-20.671366, -6.566518, 1.503930], [-19.756037, -7.552177, -1.563218], [-19.263806, -7.884269, -0.000859], [-19.459388, 0.714355, 0.002878], [-19.225900, 0.352469, 1.347214], [-20.411646, 0.390061, -0.291276], [-18.714980, 0.339034, -0.728857], [-19.496420, 1.823712, -0.106033], [-19.903765, 0.813744, 1.853894], [-24.234253, -0.945431, -3.294932], [-23.308656, -0.489449, -4.216415], [-25.136951, -1.277397, -3.877701], [-24.547078, -0.113964, -2.696617], [-23.751754, -1.612112, -2.674404], [-22.406937, -0.552713, -3.928308], [-20.580106, -1.372621, -2.583008], [-20.662073, -1.024131, -3.937884], [-20.486768, -2.449093, -2.500293], [-21.436775, -1.001597, -1.996950], [-19.589214, -0.999515, -2.204132], [-19.820883, -0.898553, -4.303642], [-20.318891, -4.931679, -4.244905], [-21.212128, -5.238437, -5.308857], [-19.348864, -4.900505, -4.758859], [-20.275832, -5.816707, -3.625534], [-20.532877, -4.069309, -3.708072], [-21.518859, -4.487516, -5.850827], [-17.810250, -3.153916, -0.740334], [-17.172506, -1.904838, -0.809341], [-18.862679, -2.965114, -1.005710], [-17.617047, -3.732364, 0.220408], [-17.392522, -3.824968, -1.566852], [-16.846596, -1.610913, 0.065056]],
  "atomic_forces_ev_per_a": [[-0.33, -0.36, 1.21], [-0.67, -0.87, 1.41], [0.34, 0.36, -0.23], [-0.28, -0.11, -1.02], [0.17, 0.57, -0.37], [0.29, -0.31, -0.28], [0.48, -0.16, -0.59], [0.21, 0.48, 0.38], [-0.33, 0.40, -0.45], [-1.41, 0.82, -0.66], [0.74, -0.34, 1.27], [0.79, -0.83, 1.47], [-0.17, 0.22, -0.12], [1.17, -0.21, -0.24], [0.20, -0.02, 0.00], [-0.55, -0.31, -0.43], [0.47, -0.14, -0.09], [-0.97, 0.82, -1.00], [0.24, -1.17, -0.19], [-0.06, 1.47, -1.41], [-2.31, 1.15, 1.33], [0.11, 0.05, 0.22], [0.75, 0.46, 0.58], [0.41, -0.09, -0.10], [-0.73, -0.84, 0.01], [-0.59, -0.90, -0.42], [1.91, -0.26, 0.09], [-0.24, -1.15, 0.90], [0.46, 1.97, 0.78], [0.47, 1.44, -1.00], [0.27, 0.37, 0.11], [-0.10, 0.09, -0.40], [-0.05, -0.08, -0.64], [-0.75, -0.16, -0.74], [0.36, -0.59, 0.19], [-0.72, -1.37, 0.90], [2.94, -2.54, 5.48], [-2.92, 1.62, -5.08], [-0.39, -3.70, -0.54], [0.37, 3.69, 0.67], [-0.01, 1.48, -0.66], [0.12, 0.22, 0.71], [-0.15, -0.61, -1.10], [0.08, 0.07, 0.60], [3.65, -3.55, 3.19], [-4.15, 3.43, -3.89], [-1.65, -4.57, -0.53], [-0.64, 1.67, 0.11], [0.43, 1.18, 0.40], [-0.51, 1.17, -0.73], [0.82, 1.27, 0.98], [1.71, -0.86, -0.19], [-2.66, 5.83, -4.85], [2.10, -3.48, 3.51], [-5.82, -3.09, 0.71], [4.83, -0.43, 1.68], [1.65, -0.31, 0.19], [0.08, 0.99, 0.22], [-0.18, -0.06, 0.01], [-0.74, 1.48, -0.57], [0.81, 0.24, -5.15], [-2.44, 1.24, 6.96], [2.22, -3.72, -0.63], [-1.11, 3.09, -1.67], [-0.33, -0.01, 1.10], [0.02, 0.19, -0.04], [0.11, -0.60, 0.75], [0.72, -0.29, -1.28], [-1.70, 6.11, -5.48], [1.27, -5.53, 4.63], [-1.74, 1.60, 4.72], [2.01, -4.69, -3.58], [1.15, -1.20, -0.85], [0.47, 0.64, -1.05], [0.08, 0.77, 0.75], [-0.71, 1.08, 0.17], [0.74, 1.82, -1.11], [0.52, -0.07, 0.38], [-1.39, -0.71, -0.58], [-0.15, 0.00, 1.06], [0.33, -0.56, 0.13], [0.09, -0.16, 0.10], [-1.35, 1.47, -1.46], [-0.28, 0.78, -1.98], [0.82, -0.33, 0.79], [-0.47, 0.58, 0.70], [0.30, -2.18, 1.47], [0.76, -0.14, 0.28], [1.71, 0.12, 0.72], [-2.58, 0.08, 0.21], [-0.43, -0.43, 0.31], [0.48, -0.06, -0.30], [-1.08, 0.00, 0.19], [2.19, 0.34, -0.97], [0.93, -2.06, -2.93], [-1.26, -0.31, 0.00], [0.33, 0.56, 0.65], [-0.28, 0.11, 0.41], [-0.46, 1.51, 1.00], [1.04, -0.47, 0.61], [0.19, -1.59, -0.91], [0.91, 0.50, 1.12], [0.24, -0.72, 0.67], [-0.57, 0.92, -0.93], [-0.51, 0.82, 1.08], [-0.17, -0.03, -0.88]]
}

No. 3
{
  "formula": "C4H7NS",
  "method": "wB97M-V/def2-TZVPD",
  "smiles": "[S-][N+]1=CC1.C=C",
  "homo_ev": -8.244,
  "gap_ev": 8.5,
  "charge": 0,
  "elements": ["C", "C", "C", "C", "N", "S", "H", "H", "H", "H", "H", "H", "H"],
  "positions_angstrom": [[1.092930, -0.023853, 1.062521], [-1.753235, -0.933056, -1.576620], [1.666866, 1.095004, 1.187491], [-1.876016, 0.425050, -1.026114], [-2.968695, -0.165086, -1.284586], [-4.497434, -0.258049, -1.486051], [0.211909, -0.504234, 1.631034], [1.509244, -0.915253, 0.581550], [-1.543331, -1.124803, -2.633995], [-1.530344, -1.707026, -0.825911], [2.406928, 1.309202, 0.483749], [1.216867, 1.914106, 1.780902], [-1.163322, 1.160849, -0.893780]],
  "atomic_forces_ev_per_a": [[-3.06, -6.59, 1.29], [0.42, -0.92, 0.76], [-0.55, 3.92, 0.71], [0.13, -2.12, -1.06], [3.26, 1.00, 0.34], [-3.77, -0.11, -0.27], [1.04, 1.77, -0.43], [0.36, 0.79, -0.77], [-0.05, 0.06, 0.33], [-0.15, -0.06, -0.73], [1.63, 0.62, -0.48], [0.54, -0.51, -0.35], [0.20, 2.16, 0.66]]
}

No. 4
{
  "formula": "C17H28N4O2PS3",
  "method": "wB97M-V/def2-TZVPD",
  "homo_ev": -2.463,
  "gap_ev": 2.2,
  "charge": -1,
  "elements": ["C", "C", "N", "C", "C", "C", "S", "S", "C", "C", "C", "C", "C", "C", "P", "N", "O", "C", "C", "N", "S", "N", "C", "H", "H", "H", "H", "H", "H", "H", "H", "H", "H", "H", "H", "H", "H", "H", "H", "H", "H", "H", "H", "H", "C", "C", "C", "O", "H", "H", "H", "H", "H", "H", "H"],
  "positions_angstrom": [[3.257781, 0.634305, 1.139250], [2.313853, 1.560383, 0.157692], [2.231566, 1.095702, -1.273398], [2.827926, 2.058425, -2.264774], [4.317708, 2.630652, -1.899081], [2.666535, -0.334638, -1.473432], [4.081948, -0.823134, -2.349738], [1.645681, -1.803488, -0.799956], [0.220567, -1.199311, 0.252279], [-1.015735, -0.523587, -0.649295], [-2.473759, -1.077229, -0.050072], [-3.644419, 0.070541, -0.114139], [-4.668987, 0.337738, -1.381198], [-5.822082, 1.539329, -1.273665], [-7.069633, 1.907347, -2.717577], [-7.535899, 0.239006, -3.273287], [-6.279058, 2.791957, -3.998624], [-6.003235, 2.507279, 0.067663], [-4.955991, 2.225545, 1.305921], [-5.041585, 3.089254, 2.568114], [-3.730751, 2.367093, 3.535907], [-3.066179, 1.071979, 2.524410], [-3.818387, 1.043899, 1.198484], [2.737372, -0.387324, 1.470809], [3.369027, 1.252119, 2.154630], [4.345069, 0.488184, 0.732809], [2.625021, 2.677889, 0.311743], [1.208700, 1.471891, 0.601507], [2.759769, 1.588056, -3.353389], [2.105780, 3.008598, -2.296524], [4.970513, 1.868546, -1.261427], [4.900064, 2.729946, -2.936516], [4.266997, 3.694348, -1.407069], [0.546203, -0.529555, 1.155504], [-0.272022, -2.173353, 0.736242], [-0.928600, 0.636345, -0.523501], [-0.867508, -0.861350, -1.778934], [-2.790542, -2.052867, -0.656712], [-2.300539, -1.326842, 1.104432], [-4.541210, -0.343877, -2.353026], [-7.793266, -0.239376, -2.358605], [-6.669951, -0.243314, -3.634165], [-6.625592, 3.738401, -3.922326], [-6.857231, 3.340410, 0.088954], [3.374377, -3.794346, 1.776931], [4.652312, -3.135492, 2.322269], [5.015120, -3.772915, 3.674051], [4.391680, -1.857014, 2.533592], [2.518549, -3.675646, 2.454547], [3.091723, -3.376395, 0.802498], [3.531325, -4.870453, 1.636844], [5.456793, -3.421781, 1.630046], [4.219948, -3.653517, 4.421705], [5.933985, -3.339539, 4.088811], [5.188265, -4.848822, 3.552783]],
  "atomic_forces_ev_per_a": [[-0.37, 0.79, 1.06], [-1.03, -0.68, 2.46], [1.86, -1.93, -0.55], [-0.30, 1.11, -0.67], [0.78, -0.42, -1.06], [0.49, 0.57, -0.27], [-2.99, 0.90, 1.44], [0.44, 2.48, -0.07], [-1.83, -0.13, 0.33], [0.49, -0.26, 0.53], [0.01, 0.70, 0.08], [-2.60, 1.64, -1.26], [1.36, 1.36, 4.47], [2.27, 0.59, 3.22], [-0.56, 0.45, 0.90], [2.20, 0.76, 0.71], [-0.88, -0.33, 1.49], [2.42, -3.48, -2.02], [-0.98, 0.95, -0.23], [3.39, -5.55, -3.37], [-1.22, -1.49, -4.41], [-3.67, 1.92, -3.21], [-0.95, 2.12, 2.33], [1.68, 2.10, -0.98], [-0.22, -1.31, -2.14], [-2.28, -0.04, 0.70], [-0.51, -2.09, -1.01], [2.23, 0.40, -0.84], [0.40, 0.85, 2.54], [1.39, -2.07, 0.19], [-1.67, 1.73, -1.25], [-1.20, -0.05, 2.27], [0.11, -2.18, -0.82], [-0.52, -1.20, -1.89], [1.52, 1.81, -1.11], [-0.34, -2.17, -0.50], [-0.43, 0.93, 2.47], [0.55, 2.22, 1.47], [-0.57, 0.47, -2.59], [-0.38, 1.76, 2.44], [0.45, 0.73, -1.44], [-1.23, 0.29, 0.48], [0.54, -2.08, -0.03], [2.21, -2.13, 0.01], [-0.06, -1.02, -0.45], [-1.63, -0.07, 1.48], [0.38, -1.00, 0.17], [0.34, 2.00, -0.50], [0.24, 0.20, 0.11], [0.25, 0.02, 0.30], [-0.13, -0.30, -0.12], [0.61, 0.12, -0.55], [-0.02, 0.20, -0.28], [-0.15, 0.11, -0.18], [0.11, -0.29, 0.14]]
}

No. 5
{
  "formula": "C4H8NO2",
  "method": "wB97M-V/def2-TZVPD",
  "smiles": "[H]/N=C(\\[O-])CCCO",
  "homo_ev": -3.311,
  "gap_ev": 7.0,
  "charge": -1,
  "elements": ["C", "O", "C", "C", "C", "N", "O", "H", "H", "H", "H", "H", "H", "H", "H"],
  "positions_angstrom": [[-2.013473, -0.261483, -0.875104], [-2.615314, -1.561203, -1.110214], [-0.810355, -0.147471, 0.119679], [0.556023, 0.018476, -0.484330], [1.560076, 0.544357, 0.598918], [1.874191, 1.802758, 0.450840], [1.984315, -0.276850, 1.466707], [-1.755749, 0.058673, -1.885964], [-2.825132, 0.314567, -0.414848], [-1.098399, 0.801212, 0.577546], [-0.953186, -0.902563, 0.898297], [0.967226, -0.846935, -1.008174], [0.542872, 0.861933, -1.179366], [2.299330, 2.130620, 1.319705], [-2.054660, -2.257748, -0.745510]],
  "atomic_forces_ev_per_a": [[0.02, -0.83, 0.28], [0.33, -0.44, 0.39], [-1.81, 0.27, -0.82], [1.11, 0.79, 0.29], [0.51, -1.04, 0.06], [-0.74, 0.85, 0.05], [-0.58, 0.03, -0.09], [0.09, 0.69, 0.25], [0.05, 0.16, -0.55], [0.61, 0.10, 0.44], [0.45, -0.12, -0.05], [-0.17, -0.26, 0.21], [-0.32, -0.21, -0.23], [0.43, -0.29, -0.18], [0.03, 0.32, -0.04]]
}